{
  "formula": "C37H39N3O3P2SSe2Tl",
  "method": "the ωB97M-V functional and the def2-TZVPD basis",
  "symbols": ["Tl", "O", "C", "C", "C", "C", "C", "C", "C", "N", "N", "C", "O", "C", "C", "C", "C", "C", "C", "H", "H", "H", "H", "H", "H", "H", "H", "H", "H", "O", "N", "C", "C", "C", "C", "C", "S", "H", "H", "H", "H", "Se", "P", "Se", "C", "C", "C", "C", "C", "C", "C", "C", "C", "C", "C", "C", "H", "H", "H", "H", "H", "H", "H", "H", "H", "H", "C", "C", "P", "C", "C", "C", "C", "H", "H", "H", "H", "H", "H", "H", "H", "H", "H", "H", "H", "H", "H", "H"],
  "coordinates": [[-0.516, 1.232, 0.693], [-2.123, 2.785, 1.103], [-1.861, 3.490, 2.169], [-2.830, 3.611, 3.192], [-2.601, 4.350, 4.330], [-1.397, 5.041, 4.503], [-0.447, 4.965, 3.508], [-0.638, 4.198, 2.354], [0.420, 4.181, 1.360], [0.501, 3.307, 0.430], [1.451, 3.441, -0.538], [1.340, 2.482, -1.443], [0.517, 1.519, -1.446], [2.313, 2.562, -2.573], [1.939, 2.072, -3.820], [2.819, 2.145, -4.890], [4.084, 2.688, -4.716], [4.469, 3.152, -3.464], [3.586, 3.094, -2.397], [-3.762, 3.076, 3.050], [-3.365, 4.401, 5.099], [-1.217, 5.620, 5.400], [0.493, 5.497, 3.617], [1.166, 4.979, 1.382], [0.963, 1.617, -3.929], [2.517, 1.769, -5.860], [4.774, 2.738, -5.550], [5.465, 3.554, -3.321], [3.869, 3.453, -1.416], [-1.850, 0.361, 2.714], [-1.331, -0.002, 3.854], [-2.107, -0.689, 4.721], [-1.643, -1.115, 5.935], [-0.322, -0.820, 6.281], [0.457, -0.119, 5.397], [-0.029, 0.307, 4.147], [0.938, 1.171, 3.042], [-3.113, -0.859, 4.369], [-2.298, -1.666, 6.594], [0.083, -1.142, 7.231], [1.483, 0.132, 5.628], [-0.111, -1.577, -3.258], [1.319, -1.858, -1.704], [1.143, -1.038, 0.340], [2.969, -1.336, -2.324], [3.853, -0.604, -1.540], [5.053, -0.152, -2.074], [5.380, -0.433, -3.391], [4.508, -1.177, -4.174], [3.306, -1.619, -3.647], [1.491, -3.692, -1.460], [1.403, -4.528, -2.573], [1.409, -5.906, -2.426], [1.492, -6.474, -1.162], [1.596, -5.653, -0.051], [1.600, -4.271, -0.200], [3.592, -0.370, -0.517], [5.723, 0.437, -1.461], [6.303, -0.056, -3.814], [4.759, -1.396, -5.204], [2.607, -2.162, -4.270], [1.298, -4.092, -3.557], [1.325, -6.540, -3.301], [1.468, -7.551, -1.044], [1.660, -6.083, 0.941], [1.679, -3.637, 0.673], [-3.211, 0.507, -2.446], [-3.006, -0.744, -1.594], [-2.652, -0.337, 0.152], [-4.215, 0.406, 0.749], [-5.429, -0.519, 0.726], [-2.475, -1.972, 0.978], [-2.980, -3.199, 0.221], [-3.288, 0.235, -3.500], [-2.357, 1.181, -2.345], [-4.114, 1.051, -2.165], [-2.131, -1.282, -1.967], [-3.866, -1.414, -1.653], [-4.375, 1.288, 0.126], [-4.007, 0.774, 1.753], [-5.674, -0.847, -0.286], [-6.303, -0.001, 1.126], [-5.263, -1.408, 1.337], [-2.968, -1.881, 1.948], [-1.407, -2.080, 1.179], [-4.047, -3.140, 0.003], [-2.811, -4.091, 0.828], [-2.445, -3.337, -0.719]],
  "total_energy_ev": -214416.2048,
  "de_lowest_kj_mol": 47.0,
  "charge": -1,
  "orbital_gap_ha": 0.25534
}



{
  "formula": "C37H39N3O3P2SSe2Tl",
  "method": "the ωB97M-V functional and the def2-TZVPD basis",
  "symbols": ["Tl", "O", "C", "C", "C", "C", "C", "C", "C", "N", "N", "C", "O", "C", "C", "C", "C", "C", "C", "H", "H", "H", "H", "H", "H", "H", "H", "H", "H", "O", "N", "C", "C", "C", "C", "C", "S", "H", "H", "H", "H", "Se", "P", "Se", "C", "C", "C", "C", "C", "C", "C", "C", "C", "C", "C", "C", "H", "H", "H", "H", "H", "H", "H", "H", "H", "H", "C", "C", "P", "C", "C", "C", "C", "H", "H", "H", "H", "H", "H", "H", "H", "H", "H", "H", "H", "H", "H", "H"],
  "coordinates": [[0.679, -0.535, -0.391], [1.774, -2.410, -1.389], [3.047, -2.465, -1.590], [3.569, -3.008, -2.793], [4.920, -3.087, -3.037], [5.842, -2.630, -2.093], [5.371, -2.124, -0.901], [4.003, -2.031, -0.620], [3.600, -1.591, 0.690], [2.413, -1.241, 1.022], [2.127, -1.022, 2.319], [0.835, -1.139, 2.556], [-0.044, -1.478, 1.693], [0.426, -0.914, 3.966], [-0.871, -1.238, 4.347], [-1.283, -1.048, 5.657], [-0.399, -0.531, 6.591], [0.894, -0.199, 6.212], [1.306, -0.381, 4.904], [2.856, -3.357, -3.532], [5.272, -3.515, -3.969], [6.905, -2.683, -2.291], [6.070, -1.763, -0.153], [4.352, -1.644, 1.483], [-1.549, -1.631, 3.602], [-2.296, -1.300, 5.945], [-0.719, -0.378, 7.615], [1.578, 0.211, 6.946], [2.308, -0.125, 4.589], [2.273, 0.378, -1.984], [1.897, 0.965, -3.084], [2.816, 1.076, -4.070], [2.573, 1.767, -5.228], [1.327, 2.370, -5.399], [0.372, 2.197, -4.426], [0.630, 1.459, -3.257], [-0.605, 1.202, -2.108], [3.755, 0.591, -3.847], [3.349, 1.840, -5.974], [1.112, 2.957, -6.281], [-0.613, 2.628, -4.518], [0.805, 1.937, 1.163], [-1.356, 2.128, 1.556], [-2.753, 0.593, 1.110], [-1.592, 2.739, 3.278], [-2.879, 2.744, 3.810], [-3.099, 3.209, 5.096], [-2.037, 3.664, 5.863], [-0.754, 3.653, 5.340], [-0.531, 3.191, 4.051], [-1.843, 3.644, 0.629], [-1.236, 4.859, 0.939], [-1.549, 5.996, 0.213], [-2.466, 5.929, -0.828], [-3.069, 4.720, -1.139], [-2.758, 3.579, -0.412], [-3.697, 2.363, 3.211], [-4.101, 3.205, 5.508], [-2.205, 4.013, 6.875], [0.082, 3.993, 5.939], [0.470, 3.168, 3.640], [-0.511, 4.901, 1.742], [-1.069, 6.936, 0.453], [-2.709, 6.820, -1.394], [-3.778, 4.658, -1.955], [-3.222, 2.631, -0.648], [0.114, -2.236, -4.307], [-0.350, -3.242, -3.256], [-0.854, -2.395, -1.704], [-2.528, -1.736, -2.117], [-3.615, -2.702, -2.580], [-1.161, -3.748, -0.496], [-1.560, -5.116, -1.046], [0.425, -2.745, -5.222], [0.963, -1.671, -3.919], [-0.679, -1.530, -4.560], [0.471, -3.905, -2.985], [-1.189, -3.838, -3.620], [-2.360, -0.960, -2.867], [-2.855, -1.220, -1.211], [-3.312, -3.269, -3.462], [-4.515, -2.140, -2.840], [-3.879, -3.401, -1.786], [-1.921, -3.348, 0.180], [-0.237, -3.833, 0.079], [-2.440, -5.063, -1.686], [-1.788, -5.789, -0.217], [-0.747, -5.558, -1.621]],
  "total_energy_ev": -214416.0453,
  "de_lowest_kj_mol": 62.4,
  "charge": -1,
  "orbital_gap_ha": 0.24924
}



{
  "formula": "C37H39N8O3RhS",
  "method": "the ωB97M-V functional and the def2-TZVPD basis",
  "symbols": ["Rh", "C", "O", "C", "C", "C", "C", "C", "C", "N", "N", "C", "C", "C", "C", "O", "C", "N", "C", "C", "C", "C", "H", "H", "H", "H", "H", "H", "H", "H", "H", "H", "H", "H", "C", "N", "C", "N", "C", "N", "C", "N", "C", "C", "H", "H", "H", "H", "H", "H", "H", "H", "H", "H", "H", "H", "O", "S", "C", "C", "C", "C", "C", "C", "C", "C", "C", "C", "C", "C", "H", "H", "H", "H", "H", "H", "H", "H", "H", "H", "C", "C", "C", "N", "H", "H", "H", "H", "H"],
  "coordinates": [[-15.450, -3.827, -16.975], [-9.164, -7.692, -21.640], [-9.633, -6.370, -22.010], [-10.857, -6.207, -22.605], [-11.311, -4.853, -22.678], [-12.562, -4.602, -23.179], [-13.381, -5.708, -23.586], [-12.879, -7.039, -23.654], [-11.621, -7.286, -23.130], [-14.741, -5.602, -23.622], [-15.228, -4.438, -23.485], [-15.774, -4.222, -22.254], [-16.254, -2.877, -22.161], [-16.336, -2.258, -20.932], [-15.885, -2.943, -19.763], [-15.893, -2.439, -18.565], [-15.537, -4.322, -19.848], [-15.306, -4.931, -18.668], [-14.953, -6.211, -18.667], [-14.937, -6.953, -19.840], [-15.312, -6.392, -21.037], [-15.549, -5.006, -21.080], [-8.169, -7.541, -21.170], [-9.050, -8.347, -22.524], [-9.838, -8.161, -20.905], [-10.642, -4.039, -22.330], [-12.975, -3.586, -23.254], [-13.543, -7.838, -24.006], [-11.241, -8.348, -23.139], [-16.441, -2.370, -23.121], [-16.728, -1.253, -20.813], [-14.740, -6.635, -17.684], [-14.615, -8.001, -19.797], [-15.497, -6.985, -21.943], [-18.200, -5.415, -17.500], [-19.635, -5.752, -17.314], [-20.417, -4.496, -17.574], [-20.010, -3.347, -16.738], [-18.550, -3.098, -16.994], [-17.674, -4.286, -16.665], [-17.959, -4.699, -15.252], [-19.390, -4.994, -14.946], [-19.829, -6.074, -15.869], [-20.177, -3.768, -15.309], [-18.085, -5.135, -18.566], [-17.626, -6.315, -17.268], [-21.472, -4.747, -17.375], [-20.281, -4.281, -18.655], [-18.213, -2.251, -16.385], [-18.402, -2.867, -18.064], [-17.636, -3.876, -14.587], [-17.384, -5.617, -15.076], [-20.885, -6.316, -15.658], [-19.232, -6.963, -15.614], [-19.843, -2.918, -14.680], [-21.247, -3.911, -15.117], [-14.823, -5.141, -15.434], [-13.360, -5.705, -15.178], [-13.280, -5.850, -13.396], [-14.424, -5.602, -12.643], [-14.405, -5.816, -11.264], [-13.237, -6.255, -10.657], [-12.099, -6.486, -11.436], [-12.096, -6.271, -12.805], [-13.569, -7.455, -15.523], [-14.798, -8.037, -15.336], [-14.986, -9.359, -15.715], [-13.960, -10.098, -16.286], [-12.715, -9.504, -16.444], [-12.502, -8.185, -16.041], [-15.323, -5.235, -13.154], [-15.323, -5.618, -10.689], [-13.207, -6.432, -9.565], [-11.161, -6.841, -10.998], [-11.213, -6.480, -13.434], [-15.605, -7.416, -14.944], [-15.997, -9.772, -15.621], [-14.128, -11.122, -16.644], [-11.891, -10.085, -16.875], [-11.508, -7.738, -16.158], [-16.464, 0.795, -14.656], [-15.690, -0.363, -14.003], [-15.494, -1.475, -14.991], [-15.388, -2.385, -15.709], [-16.599, 1.669, -14.008], [-17.463, 0.463, -14.951], [-15.962, 1.123, -15.581], [-16.210, -0.777, -13.112], [-14.701, -0.038, -13.651]],
  "total_energy_ev": -70889.4234,
  "de_lowest_kj_mol": 0.0,
  "charge": 2,
  "orbital_gap_ha": [0.22589, 0.18723],
  "spin_multiplicity": 5
}



{
  "formula": "C37H40BClCsF9N8O5S2",
  "method": "the ωB97M-V functional and the def2-TZVPD basis",
  "symbols": ["Cs", "C", "C", "C", "C", "C", "N", "N", "B", "N", "N", "C", "C", "C", "C", "C", "N", "N", "C", "C", "C", "C", "C", "H", "H", "H", "H", "H", "H", "H", "H", "H", "H", "H", "H", "H", "H", "H", "H", "H", "H", "H", "H", "H", "H", "S", "C", "N", "C", "C", "N", "C", "C", "C", "C", "C", "C", "C", "C", "S", "C", "C", "C", "C", "C", "C", "C", "H", "H", "H", "H", "H", "H", "H", "H", "H", "H", "H", "H", "H", "H", "H", "H", "H", "H", "O", "Cl", "O", "O", "O", "F", "C", "F", "F", "C", "O", "C", "F", "F", "F", "C", "F", "F", "F"],
  "coordinates": [[1.609, -0.415, -0.929], [-2.753, 0.926, -3.852], [-2.941, -0.530, -3.557], [-3.583, -1.499, -4.353], [-3.474, -2.670, -3.629], [-3.907, -4.051, -3.997], [-2.817, -2.381, -2.486], [-2.480, -1.074, -2.443], [-2.318, -3.433, -1.465], [-1.045, -4.104, -1.995], [0.014, -3.344, -2.349], [0.982, -4.180, -2.684], [2.326, -3.660, -3.072], [0.548, -5.516, -2.546], [-0.751, -5.417, -2.092], [-1.697, -6.506, -1.702], [-2.035, -2.809, -0.076], [-0.908, -3.132, 0.605], [-1.073, -2.685, 1.839], [0.000, -2.878, 2.863], [-2.334, -2.072, 1.978], [-2.913, -2.175, 0.727], [-4.238, -1.691, 0.242], [-3.006, 1.134, -4.893], [-1.721, 1.229, -3.676], [-3.384, 1.551, -3.216], [-4.039, -1.368, -5.322], [-4.414, -4.027, -4.963], [-4.585, -4.475, -3.254], [-3.048, -4.721, -4.076], [-3.184, -4.280, -1.356], [2.329, -2.573, -3.021], [2.622, -3.946, -4.083], [3.093, -4.034, -2.388], [1.109, -6.420, -2.725], [-1.218, -7.473, -1.864], [-2.622, -6.476, -2.281], [-1.971, -6.427, -0.649], [0.949, -3.079, 2.370], [-0.230, -3.716, 3.528], [0.128, -1.988, 3.482], [-2.758, -1.615, 2.860], [-4.833, -1.337, 1.086], [-4.788, -2.488, -0.265], [-4.108, -0.875, -0.472], [-1.765, 1.414, -0.672], [-1.092, 2.379, 0.479], [-1.444, 2.325, 1.779], [-0.887, 3.260, 2.741], [-0.776, 4.607, 2.079], [0.061, 4.488, 0.899], [1.055, 5.533, 0.711], [2.117, 5.476, 1.782], [2.499, 6.623, 2.468], [3.477, 6.561, 3.453], [4.071, 5.346, 3.762], [3.688, 4.195, 3.083], [2.719, 4.260, 2.094], [-0.009, 3.395, 0.110], [0.972, 3.138, -1.184], [-2.434, 1.343, 2.216], [-2.334, 1.006, 3.676], [-3.440, 1.111, 4.510], [-3.357, 0.738, 5.847], [-2.159, 0.265, 6.360], [-1.049, 0.159, 5.529], [-1.137, 0.519, 4.196], [0.095, 2.922, 3.089], [-1.555, 3.316, 3.599], [-0.308, 5.322, 2.756], [-1.770, 4.981, 1.806], [0.548, 6.503, 0.736], [1.488, 5.392, -0.277], [2.024, 7.570, 2.234], [3.766, 7.461, 3.984], [4.827, 5.292, 4.536], [4.130, 3.232, 3.306], [2.441, 3.350, 1.577], [-2.276, 0.434, 1.629], [-3.438, 1.701, 1.960], [-4.377, 1.481, 4.107], [-4.230, 0.817, 6.484], [-2.091, -0.026, 7.401], [-0.109, -0.217, 5.914], [-0.273, 0.420, 3.551], [3.414, 1.209, 2.077], [2.357, 0.258, 2.326], [2.130, 0.137, 3.746], [2.709, -1.021, 1.763], [1.137, 0.732, 1.686], [5.506, 2.114, -4.510], [4.644, 1.642, -3.575], [3.537, 2.385, -3.663], [5.198, 1.904, -2.377], [4.305, 0.111, -3.709], [3.252, -0.207, -2.998], [5.573, -0.696, -3.240], [5.524, -1.968, -3.683], [6.757, -0.188, -3.664], [5.634, -0.753, -1.908], [4.092, -0.193, -5.238], [3.497, -1.374, -5.412], [3.300, 0.735, -5.808], [5.235, -0.220, -5.970]],
  "total_energy_ev": -121052.5579,
  "de_lowest_kj_mol": 65.7,
  "charge": -2,
  "orbital_gap_ha": 0.25240
}